[1]
23
Properties=species:S:1:pos:R:3:forces:R:3 method="wB97M-V/def2-TZVPD" e_above_lowest_ev=1.097 homo_ev="-7.6 / -10.0" orbital_gap_ev="8.4 / 9.7" lumo_energy_ev="0.83 / -0.28" multiplicity=2
C -0.926 -0.269 2.213 2.37 0.34 -2.80
O -1.428 0.919 1.554 0.19 -1.57 -0.62
C -1.076 -1.624 1.542 -3.13 -0.97 -2.38
C -0.118 -2.077 0.422 1.68 -3.11 1.92
C -0.444 -1.371 -0.800 1.62 -0.54 0.97
N 0.836 1.653 -2.321 -2.58 2.14 2.32
C -0.134 0.643 -1.936 2.81 1.64 -0.63
C 0.339 -0.305 -1.063 -1.19 0.63 -1.22
H -1.442 -0.348 3.076 -1.27 0.05 3.19
H 0.179 -0.167 2.342 -0.68 0.26 0.48
H -1.178 -2.413 2.289 0.27 0.20 0.21
H -2.135 -1.722 0.923 2.03 0.56 1.88
H 1.018 -2.032 0.731 -2.06 0.47 -0.60
H -0.248 -3.217 0.327 -0.10 1.46 0.03
H -1.253 -1.652 -1.410 -1.08 -0.14 -0.49
H -1.472 0.623 0.632 -0.07 0.68 0.08
H 0.291 2.577 -2.250 1.49 -1.56 -0.59
H 1.143 1.526 -3.238 0.56 -0.09 -1.84
H -1.089 0.787 -2.395 -0.77 -0.77 0.21
H 1.295 -0.204 -0.542 -0.49 -0.32 -0.47
H 2.611 2.495 -0.345 -0.53 0.12 -0.89
H 1.846 1.060 -0.144 1.46 2.52 0.16
O 2.520 1.722 0.194 -0.53 -2.00 1.08

***

[2]
27
Properties=species:S:1:pos:R:3:forces:R:3 method="wB97M-V/def2-TZVPD" e_above_lowest_ev=3.510 homo_ev="-9.0 / -8.1" orbital_gap_ev="7.1 / 6.2" lumo_energy_ev="-1.89 / -1.92"
C -2.006 -0.961 0.620 1.47 1.72 -1.13
C 2.139 -0.921 1.217 -0.65 -0.78 0.80
C -3.434 -1.020 2.443 -0.42 3.53 0.05
C 1.319 2.357 -1.490 0.57 -1.41 -3.40
C 2.490 -0.858 -0.284 -1.43 -1.89 -0.11
C 1.595 0.022 -1.153 -0.55 -1.21 0.10
N -0.750 -0.380 0.188 -1.76 -0.38 0.47
O -2.743 -1.565 -0.141 0.68 0.04 1.79
O -2.212 -0.585 1.895 0.77 -0.42 -2.19
O 1.505 1.265 -0.662 -0.95 0.88 2.04
P -0.104 -0.837 -1.329 0.25 -0.66 0.13
S 0.243 -2.779 -1.453 -0.65 0.58 -0.21
S -3.498 0.485 -2.484 0.70 -0.94 0.87
H 1.520 -0.021 1.391 0.63 -0.40 0.73
H 3.079 -0.975 1.883 -1.55 0.31 -1.10
H 1.485 -1.827 1.486 0.95 1.31 -0.49
H -3.424 -0.396 3.329 -0.99 0.11 0.21
H -3.281 -1.956 2.768 -0.12 -3.76 0.82
H -4.279 -0.852 1.765 0.23 -0.22 0.35
H 2.136 2.329 -2.250 -0.06 0.62 0.61
H 1.347 3.128 -0.823 0.23 2.57 1.12
H 0.433 2.438 -2.166 -0.17 -0.65 0.98
H 2.220 -1.868 -0.775 1.89 1.26 0.86
H 3.486 -0.472 -0.276 0.88 -0.11 -0.94
H 1.907 0.066 -2.166 0.81 -0.32 -1.17
H -0.575 0.584 0.511 0.00 -0.86 -0.04
H -2.991 -0.506 -1.592 -0.75 1.09 -1.16